[1]
The following is a quantum chemistry calculation of a 2-piece molecular cluster, C4H9N2 overall in a non-equilibrium geometry, from the Open Molecules 2025 dataset.

Calculated values
Kohn-Sham gap (alpha / beta), eV: 8.73 / 7.48
Relative energy (zero: lowest compared OMol25 entry of this formula, charge and spin), kcal per mole: 184.1

```
! RIJCOSX wB97M-V def2-TZVPD def2/J DEFGRID3
* xyz 1 1
C -1.6204 2.7169 -1.5520
C -0.9723 1.8318 -1.0893
C -0.1896 -1.4730 -0.5226
C -0.0155 -0.1900 1.5769
N 1.7923 -0.2947 0.0437
N 0.4902 -0.5079 0.2800
H -2.2611 3.4620 -1.9568
H 0.1648 -1.4366 -1.5523
H -0.0350 -2.4906 -0.1435
H -1.2601 -1.2683 -0.5099
H 0.1000 -1.0349 2.2667
H 0.5122 0.6664 1.9963
H -1.0780 0.0462 1.5145
H 2.2503 0.4574 0.5425
H 2.1222 -0.4849 -0.8943
*
```

***

[2]
The following is a quantum chemistry calculation of one molecule with the formula C4H8O2, from the Open Molecules 2025 dataset.

Calculated values
Kohn-Sham gap, eV: 10.89
SMILES string: OC[C@H]1C[C@H]1O
Relative energy (zero: lowest compared OMol25 entry of this formula, charge and spin), kcal per mole: 43.6

```
! RIJCOSX wB97M-V def2-TZVPD def2/J DEFGRID3
* xyz 0 1
O 1.7432 -1.3292 -0.4980
C 1.2579 -0.0274 -0.7285
C 0.4390 0.5593 0.4151
C -0.9308 1.1072 0.0864
C -0.7899 -0.1737 0.8497
O -1.0154 -1.4116 0.2254
H 0.9631 -1.8877 -0.3647
H 0.6630 0.0155 -1.6547
H 2.1409 0.5986 -0.8882
H 1.0007 1.0710 1.1930
H -1.2337 1.0484 -0.9572
H -1.2978 1.9822 0.6154
H -1.0603 -0.1527 1.9061
H -1.8799 -1.3998 -0.1999
*
```

***

[3]
The following is a quantum chemistry calculation of C30H63N12O9PS2 as an isolated structure in a non-equilibrium geometry, from the Open Molecules 2025 dataset.

Calculated values
Kohn-Sham gap, eV: 6.84

```
! RIJCOSX wB97M-V def2-TZVPD def2/J DEFGRID3
* xyz 0 1
N -1.7823 2.6836 1.5884
C -1.4666 1.2719 1.6028
C -0.9124 0.5728 0.3620
C -0.6348 -0.8669 0.3973
P -0.0085 -1.7141 -1.1628
N 1.4705 -0.9276 -1.6572
O -1.1353 -1.2825 -2.3524
C -0.8601 -1.6137 1.6711
N -0.6385 -2.9646 1.9469
S -1.1087 -3.1804 3.5232
N -1.6394 -1.6561 4.0674
C -1.4105 -0.9212 2.9152
C -1.7252 0.5421 2.8330
S -2.4358 1.3160 4.3429
H -1.3068 3.0353 0.7438
H -1.3544 3.1687 2.3798
H -0.7432 1.2061 -0.5413
H 2.1309 -1.0592 -0.8687
H 1.2285 0.0679 -1.7523
H -1.9972 -1.7397 -2.2005
H -3.7705 0.9617 4.2208
C 1.9198 2.3150 -2.2741
O 0.7539 1.9564 -2.3432
N 2.3409 3.5939 -2.3458
C 3.7444 3.9491 -2.2578
C 1.3542 4.6485 -2.5169
H 2.7425 1.5928 -2.1449
H 3.8932 4.6130 -1.4029
H 4.0416 4.4644 -3.1736
H 4.3639 3.0610 -2.1316
H 0.6524 4.6238 -1.6810
H 0.7990 4.4768 -3.4409
H 1.8419 5.6216 -2.5574
C 2.1913 -2.5009 6.7674
O 3.0180 -3.0826 7.4444
N 1.8615 -1.1924 6.8922
C 0.8632 -0.5654 6.0470
C 2.5292 -0.3954 7.9035
H 1.6273 -3.0150 5.9714
H 1.3279 0.2568 5.4964
H 0.0601 -0.1766 6.6774
H 0.4431 -1.2716 5.3399
H 3.6051 -0.4033 7.7162
H 2.3443 -0.8326 8.8869
H 2.1613 0.6297 7.8833
C -3.6957 -3.2635 -2.7319
O -3.6307 -2.0444 -2.8398
N -4.7960 -3.9492 -2.3679
C -4.8019 -5.3955 -2.2596
C -6.0159 -3.2149 -2.0745
H -2.8265 -3.9105 -2.9316
H -5.5466 -5.8030 -2.9469
H -5.0593 -5.6769 -1.2362
H -3.8240 -5.8080 -2.5076
H -6.3132 -2.6433 -2.9556
H -5.8282 -2.5184 -1.2552
H -6.8144 -3.9009 -1.7962
C 4.2973 -0.4430 1.1555
O 3.1326 -0.7856 1.0610
N 4.7365 0.8364 1.1062
C 6.1411 1.1766 1.2234
C 3.7678 1.9023 0.9307
H 5.1088 -1.1756 1.2935
H 6.2798 1.8292 2.0889
H 6.4569 1.6995 0.3179
H 6.7503 0.2818 1.3504
H 3.0505 1.8762 1.7538
H 3.2285 1.7478 -0.0048
H 4.2674 2.8703 0.9103
C 9.5546 2.9094 -1.5049
O 8.4469 3.3582 -1.2732
N 9.9715 1.6615 -1.1810
C 11.3075 1.1887 -1.4868
C 9.0458 0.7740 -0.5062
H 10.3282 3.5067 -2.0139
H 11.2383 0.3125 -2.1356
H 11.8122 0.9137 -0.5578
H 11.8869 1.9612 -1.9919
H 8.1635 0.6335 -1.1346
H 8.7356 1.2318 0.4345
H 9.5136 -0.1898 -0.3093
C -6.0046 -6.2368 3.9106
O -5.9608 -6.5617 2.7394
N -5.0989 -5.4447 4.5351
C -5.2153 -5.0981 5.9372
C -3.9769 -4.9277 3.7733
H -6.8154 -6.5755 4.5766
H -5.2876 -4.0122 6.0337
H -4.3288 -5.4517 6.4692
H -6.1013 -5.5549 6.3781
H -4.3540 -4.3317 2.9394
H -3.4000 -5.7641 3.3727
H -3.3404 -4.3127 4.4040
C -1.4823 2.2575 -4.3447
O -1.6559 3.4528 -4.1628
N -1.7166 1.6039 -5.5059
C -1.4880 0.1776 -5.6427
C -2.2108 2.3518 -6.6467
H -1.1113 1.5996 -3.5470
H -0.7496 0.0071 -6.4305
H -2.4269 -0.3116 -5.9123
H -1.1194 -0.2486 -4.7089
H -1.4951 3.1368 -6.9007
H -3.1625 2.8200 -6.3860
H -2.3498 1.6922 -7.5023
C -6.0813 1.4315 -2.8857
O -7.2402 1.0612 -2.9550
N -5.6682 2.7203 -2.9607
C -4.2659 3.0869 -2.8702
C -6.6587 3.7647 -3.1367
H -5.2514 0.7180 -2.7523
H -4.1259 3.7541 -2.0158
H -3.9714 3.6012 -3.7847
H -3.6402 2.2048 -2.7401
H -7.3629 3.7378 -2.3023
H -7.2097 3.5863 -4.0627
H -6.1776 4.7411 -3.1790
*
```

***

[4]
The following is a quantum chemistry calculation of C34H53AsBrN5O5P3STi as an isolated structure in a non-equilibrium geometry, from the Open Molecules 2025 dataset.

Calculated values
⟨S²⟩: 0.755
Kohn-Sham gap (alpha / beta), eV: 7.18 / 7.50
Relative energy (zero: lowest compared OMol25 entry of this formula, charge and spin), kcal per mole: 14.9

```
! RIJCOSX wB97M-V def2-TZVPD def2/J DEFGRID3
* xyz 2 2
Ti 0.2491 0.7959 0.3244
C 2.4958 -6.2816 0.3695
C 2.6646 -4.7871 0.2715
C 3.8286 -4.1974 -0.2099
C 3.9266 -2.8172 -0.3070
C 2.8310 -2.0896 0.1041
Br 2.9438 -0.1698 -0.0345
N 1.7272 -2.5889 0.5822
C 1.6486 -3.9239 0.6597
H 3.4589 -6.7831 0.4584
H 2.0030 -6.6716 -0.5247
H 1.8825 -6.5562 1.2287
H 4.6691 -4.8154 -0.5069
H 4.8182 -2.3310 -0.6833
H 0.7220 -4.3258 1.0633
C 2.5559 -0.5644 3.3070
P 0.8868 -0.0596 2.7655
C -0.1445 -1.2166 3.7177
C 0.7020 1.4509 3.7950
C 1.6070 2.5826 3.3010
P 1.6751 2.7377 1.4545
C 3.4889 2.9057 1.2247
C 1.2059 4.4587 1.0829
H 2.5592 -0.5308 4.3965
H 3.3329 0.0937 2.9234
H 2.7688 -1.5781 2.9856
H 0.1379 -1.1487 4.7675
H 0.0236 -2.2350 3.3750
H -1.1943 -0.9650 3.6053
H 0.9441 1.1951 4.8269
H -0.3430 1.7398 3.7643
H 2.6296 2.4011 3.6293
H 1.2960 3.5371 3.7226
H 3.8347 3.7224 1.8580
H 3.7224 3.1531 0.1879
H 4.0239 1.9973 1.4962
H 1.5211 4.6808 0.0616
H 1.7216 5.1272 1.7708
H 0.1316 4.6021 1.1397
N 3.7033 5.1829 -5.1474
C 2.7868 4.4938 -4.4216
C 3.1675 3.8132 -3.2459
C 2.2375 3.1014 -2.5276
C 0.9095 3.0654 -2.9567
C 0.5150 3.7201 -4.1208
C 1.4446 4.4321 -4.8400
S -0.2348 2.1199 -2.0897
O -1.4863 2.0686 -2.7781
O -0.3119 2.6481 -0.6891
N 0.3705 0.6667 -1.6858
C 0.8720 -0.1658 -2.7372
N 0.7767 0.2928 -3.9771
C 1.2425 -0.4908 -4.9484
C 1.8060 -1.7270 -4.6892
C 1.8536 -2.0992 -3.3609
N 1.3828 -1.3293 -2.3763
H 4.6537 5.2601 -4.8400
H 3.4291 5.7135 -5.9529
H 4.2023 3.8459 -2.9206
H 2.5354 2.5574 -1.6398
H -0.5166 3.6603 -4.4473
H 1.1486 4.9433 -5.7495
H 1.1555 -0.1072 -5.9605
H 2.1858 -2.3631 -5.4778
H 2.2810 -3.0516 -3.0576
C -3.6518 3.0003 -0.4921
O -3.3329 2.3377 0.7601
P -1.9792 1.7211 1.2855
O -1.3389 2.9482 2.0949
C -2.1269 3.9373 2.7894
O -2.5302 0.7303 2.4059
C -3.7480 0.8481 3.1765
H -3.8685 4.0417 -0.2740
H -4.5356 2.5200 -0.8955
H -2.8407 2.9272 -1.2032
H -1.4290 4.6402 3.2333
H -2.7226 3.4764 3.5769
H -2.7816 4.4605 2.0977
H -4.2742 -0.1003 3.1111
H -4.3842 1.6405 2.7934
H -3.4834 1.0448 4.2129
C -2.9320 -0.6321 -0.9024
As -1.3005 -1.3554 -0.1013
C -1.0700 -2.7554 -1.4196
C -2.1842 -2.3483 1.3579
C -3.2068 -3.3483 0.9099
C -4.5547 -3.0053 0.8541
C -5.5128 -3.9419 0.4880
C -5.1329 -5.2393 0.1749
C -3.7901 -5.5940 0.2251
C -2.8382 -4.6545 0.5903
H -3.5710 -0.1813 -0.1424
H -3.4817 -1.4451 -1.3658
H -2.6908 0.1118 -1.6594
H -0.1618 -3.3285 -1.2622
H -1.0331 -2.2857 -2.3978
H -1.9444 -3.3898 -1.3585
H -2.6386 -1.5710 1.9628
H -1.4131 -2.8278 1.9534
H -4.8628 -1.9968 1.1141
H -6.5591 -3.6602 0.4568
H -5.8804 -5.9742 -0.0963
H -3.4874 -6.6067 -0.0137
H -1.7918 -4.9403 0.6426
*
```

***

[5]
The following is a quantum chemistry calculation of C20H22B2F4HgN4O5S as an isolated structure, from the Open Molecules 2025 dataset.

Calculated values
⟨S²⟩: 0.814
Kohn-Sham gap (alpha / beta), eV: 8.22 / 6.35
Relative energy (zero: lowest compared OMol25 entry of this formula, charge and spin), kcal per mole: 0.0

```
! RIJCOSX wB97M-V def2-TZVPD def2/J DEFGRID3
* xyz 1 2
Hg -0.0888 0.5952 -0.0998
C -3.9040 3.2831 1.4432
C -2.8518 2.5925 0.6481
N -1.9981 1.7173 1.1754
O -2.2228 1.3529 2.3881
B -1.2520 0.2011 2.9083
F -1.4910 0.1115 4.2259
F 0.0339 0.6038 2.5525
O -1.6365 -1.0558 2.2433
N -1.3951 -1.0419 0.9124
C -1.9243 -1.9533 0.1934
C -2.7339 -3.0789 0.7428
C -1.7975 -1.7637 -1.2904
N -1.1821 -0.7124 -1.6695
O -1.2237 -0.4252 -2.9896
B -0.8088 0.9582 -3.2851
F -0.8738 1.1795 -4.6080
F 0.3952 1.2815 -2.6727
O -1.8887 1.9450 -2.6442
N -1.8226 2.0188 -1.3638
C -2.7522 2.7623 -0.7673
C -3.6971 3.6301 -1.5218
C -2.4683 -2.6712 -2.2654
H -3.8642 2.9816 2.4843
H -4.8935 3.0586 1.0412
H -3.7665 4.3641 1.3769
H -2.7329 -3.0500 1.8271
H -2.3271 -4.0335 0.4061
H -3.7631 -3.0173 0.3844
H -3.3394 3.8009 -2.5321
H -3.8270 4.5828 -1.0097
H -4.6793 3.1541 -1.5810
H -2.8564 -3.5684 -1.7949
H -1.7636 -2.9444 -3.0512
H -3.2852 -2.1402 -2.7583
O 1.7511 1.6966 0.0625
S 3.0754 1.0557 -0.4014
C 3.9637 0.7213 1.1015
C 5.2707 0.2663 0.9806
C 5.9871 -0.0032 2.1340
C 5.4003 0.1963 3.3787
C 4.0996 0.6668 3.4773
C 3.3647 0.9382 2.3298
C 2.6299 -0.5945 -0.8950
C 2.5492 -0.8469 -2.2576
C 2.0793 -2.0815 -2.6845
C 1.7019 -3.0380 -1.7536
C 1.7921 -2.7768 -0.3893
C 2.2612 -1.5511 0.0514
H 5.7216 0.1229 0.0056
H 7.0054 -0.3602 2.0630
H 5.9667 -0.0094 4.2770
H 3.6507 0.8281 4.4479
H 2.3512 1.3104 2.3886
H 2.8292 -0.0842 -2.9726
H 2.0080 -2.2912 -3.7430
H 1.3474 -4.0033 -2.0919
H 1.5166 -3.5355 0.3316
H 2.3592 -1.3453 1.1111
*
```

***

[6]
The following is a quantum chemistry calculation of C12H28F6NO9S2 as an isolated structure in a non-equilibrium geometry, from the Open Molecules 2025 dataset.

Calculated values
⟨S²⟩: 0.755
Kohn-Sham gap (alpha / beta), eV: 8.84 / 6.10

```
! RIJCOSX wB97M-V def2-TZVPD def2/J DEFGRID3
* xyz 0 2
O 1.8539 0.9656 -2.8504
H 2.0160 0.2313 -2.2536
H 1.2729 1.5706 -2.3836
H 1.3093 0.6670 -3.5825
O 0.2329 -0.4401 0.0989
H -0.0359 0.4478 -0.1482
H 1.0276 -0.6503 -0.3969
H -0.4707 -1.0168 -0.2079
C -2.3345 -3.8209 -1.1326
C -2.3010 -2.3120 -1.0180
C -2.4471 -1.8105 0.4499
O -1.4392 -1.5581 -1.8537
H -2.3746 -4.0895 -2.1882
H -3.1950 -4.2822 -0.6480
H -1.4915 -4.1798 -0.5422
H -3.2880 -2.1256 -1.4414
H -1.6232 -2.1628 1.0705
H -3.3480 -2.2298 0.8981
H -2.6678 -0.7439 0.4094
C -0.4472 4.2241 -0.8312
C 0.5136 3.0267 -0.8511
C 1.2449 2.8788 0.4397
O -0.1685 1.8248 -1.2672
H 0.0239 5.0232 -0.2588
H -1.3270 4.0668 -0.2073
H -0.7261 4.6805 -1.7809
H 1.3052 3.1578 -1.5888
H 1.9731 3.6613 0.6531
H 1.8484 1.9713 0.4284
H 0.5644 2.6265 1.2530
C 4.9218 0.7380 -1.1286
F 4.6424 0.4897 -2.4484
F 6.2469 0.4870 -0.8672
F 4.5851 1.9929 -0.7945
S 3.7882 -0.5058 -0.1741
O 4.6128 -1.6317 0.2463
O 3.3511 0.3079 0.9120
N 2.4679 -0.7924 -1.3097
S 2.8003 -2.1558 -2.0372
O 1.8701 -2.2908 -3.1916
O 4.1664 -2.4140 -2.3101
C 2.2261 -3.4533 -0.7866
F 0.9686 -3.1503 -0.4073
F 2.1629 -4.6845 -1.2648
F 2.9244 -3.5227 0.3820
C -3.6514 1.1172 2.2340
C -3.5790 0.2208 3.4877
C -2.0000 0.2231 3.7261
O -1.5163 0.6146 2.4449
C -2.3263 1.6100 1.8917
H -4.4022 1.9007 2.3369
H -4.0714 0.6097 1.3655
H -4.1963 -0.6746 3.4147
H -3.9185 0.7771 4.3614
H -1.7248 -0.7166 4.2050
H -1.6859 1.0640 4.3444
H -2.1695 1.6673 0.8146
H -1.9944 2.5709 2.2849
*
```

***

[7]
The following is a quantum chemistry calculation of one molecule with the formula C21H19N3O2 in a non-equilibrium geometry, from the Open Molecules 2025 dataset.

Calculated values
Kohn-Sham gap, eV: 6.94
Relative energy (zero: lowest compared OMol25 entry of this formula, charge and spin), kcal per mole: 51.3

```
! RIJCOSX wB97M-V def2-TZVPD def2/J DEFGRID3
* xyz 0 1
C -3.4791 -0.9349 -4.5558
C -3.1399 0.1173 -3.6943
C -2.2334 -0.1226 -2.6680
C -1.7006 -1.3972 -2.4706
C -2.0410 -2.4590 -3.3061
C -2.9288 -2.2231 -4.3608
C -0.7057 -1.3460 -1.3666
O -0.0443 -2.3073 -0.9567
C -0.6728 0.0494 -0.9111
C 0.4417 0.5421 -0.0690
C 0.3401 1.9842 0.3938
C -0.8941 2.5315 0.7485
C -1.0176 3.9031 0.9857
C 0.1232 4.7063 1.0072
C 1.3844 4.1258 0.8310
C 1.4923 2.7666 0.5147
C -1.6328 0.8310 -1.6908
O -1.9744 2.0170 -1.6037
H -4.1747 -0.7590 -5.3818
H -3.5674 1.1136 -3.7981
H -1.6160 -3.4414 -3.1159
H -3.2055 -3.0322 -5.0396
H 1.3686 0.3662 -0.6357
H -1.7743 1.8916 0.8155
H -2.0208 4.3172 1.1167
H 0.0290 5.7803 1.1574
H 2.2871 4.7316 0.9021
H 2.4679 2.3037 0.3280
C -0.2693 -0.3189 2.2609
C 0.3883 -1.3159 3.2130
N 1.6252 -1.6323 2.5501
C 2.7500 -2.5038 2.8054
C 3.5799 -2.3655 1.5224
N 2.8149 -1.4305 0.7085
C 1.6975 -1.0642 1.3439
N 0.6383 -0.2792 1.1100
H -1.2725 -0.6312 1.9455
H -0.3733 0.6734 2.7174
H 0.5484 -0.8817 4.2059
H -0.2410 -2.2061 3.3377
H 3.3164 -2.1557 3.6785
H 2.4163 -3.5369 2.9668
H 4.5735 -1.9499 1.7142
H 3.6857 -3.3151 0.9902
H 3.0108 -1.1424 -0.2462
*
```

***

[8]
The following is a quantum chemistry calculation of a 2-piece molecular cluster, C5H13NO overall in a non-equilibrium geometry, from the Open Molecules 2025 dataset.

Calculated values
Kohn-Sham gap, eV: 8.20
SMILES string: CC(C)=C(C)N.O
Relative energy (zero: lowest compared OMol25 entry of this formula, charge and spin), kcal per mole: 35.9

```
! RIJCOSX wB97M-V def2-TZVPD def2/J DEFGRID3
* xyz 0 1
C 0.8648 0.5247 0.5630
C 0.8728 -0.6921 -0.3197
C 2.2195 -1.1025 -0.8412
C -0.2604 -1.2730 -0.7526
C -0.4987 -1.8069 -2.1212
N -1.4409 -1.0660 0.0185
H 0.6972 0.2038 1.6007
H 1.7198 1.1930 0.4506
H 0.0391 1.2127 0.3874
H 2.5081 -0.7952 -1.8542
H 3.0187 -0.7471 -0.2009
H 2.3159 -2.1829 -0.9295
H -1.2189 -2.6282 -2.1484
H 0.4298 -2.1700 -2.5511
H -0.8361 -1.0198 -2.7851
H -1.1770 -1.0523 0.9912
H -2.1809 -1.7251 -0.1599
O -2.3861 5.0061 3.9138
H -2.3348 4.2750 3.2845
H -2.3519 5.8459 3.4541
*
```

***

| no. | molecular weight (g mol⁻¹) | total energy (eV) |
| --- | --- | --- |
| 1 | 85.1 | -7260.1584 |
| 2 | 88.1 | -8371.3889 |
| 3 | 831.0 | -99399.2269 |
| 4 | 939.5 | -246495.7699 |
| 5 | 728.7 | -64524.8189 |
| 6 | 508.5 | -70782.4870 |
| 7 | 345.4 | -30649.8585 |
| 8 | 103.2 | -8932.4558 |